Entry 1:
This record from the Open Molecules 2025 dataset describes 17 unconnected molecules or ions with the total composition C38H25Cl65N2O4 at a distorted geometry. The level of theory is ωB97M-V with the def2-TZVPD basis set.

Atoms and positions in Å:
1 C 1.0318 -0.4987 2.2997
2 N 0.3859 -0.2214 0.9907
3 C 1.3029 0.6139 0.1672
4 C 0.8005 0.8729 -1.2831
5 C 2.0914 0.7758 -2.2005
6 C 2.9139 2.0735 -2.2046
7 C 3.5035 2.5845 -1.0341
8 C 4.2260 3.7760 -1.0069
9 C 4.4276 4.5189 -2.1815
10 C 3.8525 3.9969 -3.3610
11 C 3.1123 2.8014 -3.3988
12 C 2.5532 2.4071 -4.7654
13 C 0.0054 2.2174 -1.4828
14 C -0.7966 2.5783 -0.2032
15 C -1.9845 3.5275 -0.3914
16 C -3.0402 3.3901 0.5361
17 C -4.1631 4.2158 0.4928
18 C -4.2809 5.1874 -0.5135
19 C -3.2519 5.3491 -1.4419
20 C -2.1067 4.5316 -1.3601
21 C -0.7529 1.8821 -2.7960
22 O -1.3825 2.5578 -3.5587
23 O -0.5898 0.5229 -3.1458
24 C -0.1876 -0.1082 -1.9417
25 Cl -1.8300 -0.3325 -1.1254
26 C 0.3123 -1.5709 -2.2901
27 O -0.7092 -2.5327 -2.0004
28 N -0.2922 -3.4201 -1.0020
29 O -1.1765 -3.6635 -0.2774
30 H 0.2632 -0.8441 3.0074
31 H 1.4349 0.4634 2.6593
32 H 1.8568 -1.2263 2.2004
33 H 0.3478 -1.1220 0.5106
34 H 2.2958 0.1069 0.1990
35 H 1.4461 1.5425 0.7515
36 H 1.8447 0.4756 -3.2278
37 H 2.7871 0.0001 -1.8266
38 H 3.3972 2.0742 -0.0712
39 H 4.6335 4.1625 -0.0655
40 H 4.9763 5.4605 -2.2058
41 H 3.9743 4.5585 -4.2900
42 H 2.0027 1.4571 -4.7851
43 H 3.3392 2.3411 -5.5396
44 H 1.8324 3.1899 -5.0685
45 H 0.5960 3.1184 -1.7187
46 H -0.0901 3.0926 0.4807
47 H -1.1473 1.6970 0.3531
48 H -2.9622 2.6326 1.3249
49 H -4.9162 4.0812 1.2592
50 H -5.1706 5.8238 -0.5703
51 H -3.2921 6.0921 -2.2425
52 H -1.3059 4.6851 -2.1104
53 H 1.2215 -1.8011 -1.7162
54 H 0.4626 -1.6687 -3.3767
55 C -8.3728 3.0424 0.3469
56 Cl -9.0657 3.1653 -1.2773
57 Cl -8.6127 1.4004 0.9697
58 Cl -6.6344 3.4036 0.2813
59 Cl -9.1787 4.2014 1.4214
60 C -5.8713 3.9984 4.5855
61 Cl -6.8316 2.9511 3.5327
62 Cl -6.0141 3.4506 6.2664
63 Cl -4.1732 3.9367 4.0931
64 Cl -6.4628 5.6603 4.4567
65 C -4.2739 -2.4515 -4.4547
66 Cl -5.0580 -3.9448 -4.9877
67 Cl -2.8361 -2.8278 -3.4920
68 Cl -3.7756 -1.5138 -5.8707
69 Cl -5.4069 -1.5079 -3.4775
70 C -9.2579 -0.1977 5.6002
71 Cl -8.2133 1.1952 5.9045
72 Cl -10.7346 0.3432 4.7863
73 Cl -8.4081 -1.3574 4.5681
74 Cl -9.6708 -0.9751 7.1383
75 C 2.1241 -4.6005 -4.2705
76 Cl 2.7098 -3.1095 -3.5078
77 Cl 0.3572 -4.6231 -4.2249
78 Cl 2.6723 -4.6515 -5.9510
79 Cl 2.7559 -6.0007 -3.3961
80 C 5.2254 -0.6701 1.5987
81 Cl 4.1186 -1.1789 0.3115
82 Cl 6.8472 -0.4617 0.9329
83 Cl 4.6670 0.8628 2.2866
84 Cl 5.2526 -1.9067 2.8634
85 C -0.7832 6.1555 -5.5202
86 Cl -1.9423 5.5222 -6.6948
87 Cl -0.8749 7.9238 -5.4934
88 Cl -1.1659 5.5165 -3.9126
89 Cl 0.8540 5.6596 -5.9809
90 C 7.8006 3.8185 -4.6544
91 Cl 8.0985 2.1137 -5.0282
92 Cl 6.3281 3.9589 -3.6472
93 Cl 9.1923 4.4825 -3.7791
94 Cl 7.5671 4.7203 -6.1603
95 C -4.3452 -7.2013 -2.6139
96 Cl -3.4717 -5.6747 -2.4154
97 Cl -5.9173 -6.9023 -3.3672
98 Cl -3.3972 -8.2879 -3.6418
99 Cl -4.5903 -7.9525 -1.0297
100 C -0.3428 -0.4294 -7.5375
101 Cl 0.3998 0.6601 -8.7195
102 Cl 0.8533 -1.6275 -7.0055
103 Cl -0.8973 0.5030 -6.1480
104 Cl -1.7147 -1.2655 -8.2869
105 C 3.8177 -4.5766 6.2391
106 Cl 4.5652 -3.5256 5.0291
107 Cl 4.9621 -5.8370 6.7303
108 Cl 3.3620 -3.6168 7.6515
109 Cl 2.3742 -5.3291 5.5449
110 C -14.0808 1.4032 7.2493
111 Cl -14.5010 1.6778 8.9471
112 Cl -12.6095 0.4280 7.1509
113 Cl -15.4076 0.5526 6.4442
114 Cl -13.8076 2.9592 6.4508
115 C 8.7450 -3.9873 6.7310
116 Cl 9.9463 -3.0509 7.6326
117 Cl 9.5611 -5.2631 5.8143
118 Cl 7.5977 -4.7221 7.8660
119 Cl 7.8929 -2.9161 5.6165
120 C -0.0115 -7.8658 -7.2096
121 Cl -0.5509 -6.1910 -7.3902
122 Cl -1.4110 -8.9057 -6.9067
123 Cl 0.7999 -8.3862 -8.6932
124 Cl 1.1161 -7.9840 -5.8494
125 C 0.6044 -3.3699 10.9039
126 Cl 0.9399 -4.9428 11.6392
127 Cl -0.1597 -3.6066 9.3263
128 Cl -0.4791 -2.4462 11.9527
129 Cl 2.1218 -2.4815 10.6958
130 C 14.2563 -2.7546 6.3168
131 Cl 13.8822 -1.0319 6.1623
132 Cl 12.7536 -3.6654 6.5180
133 Cl 15.0952 -3.3084 4.8600
134 Cl 15.2940 -3.0083 7.7272

Cartesian forces (eV/Å) of the 2 atoms listed first:
C -0.3408 0.4921 -0.3972
N 0.6979 -0.1213 -0.1038

* electronic energy: -864929.1089 eV
* lowest unoccupied orbital energy: -0.45 eV
* strongest force on any atom: 2.6 eV Å⁻¹
* molar mass: 2878.07 g/mol
* HOMO energy: -9.1 eV
* ΔE to the lowest compared entry with this formula, charge and spin: 0.0 kJ/mol



Entry 2:
This record from the Open Molecules 2025 dataset describes a molecular structure, C38H27Cl3F5FeN12O3S at a distorted geometry. The level of theory is ωB97M-V with the def2-TZVPD basis set.

Atoms and positions in Å:
1 Fe 12.9743 14.6961 15.5808
2 N 16.0169 15.0057 16.8413
3 C 15.1441 15.7990 17.5661
4 N 15.4628 16.4591 18.6870
5 N 14.3851 17.1392 19.0503
6 N 13.4188 16.8798 18.2528
7 N 13.8532 15.9727 17.3416
8 C 16.0306 15.0361 15.4765
9 N 17.1145 14.8425 14.7407
10 N 16.6245 14.8590 13.4901
11 N 15.3249 15.0400 13.4912
12 N 14.9145 15.1326 14.7805
13 H 16.9759 15.1351 17.2452
14 N 12.6971 13.6188 13.9572
15 C 12.1712 12.8960 13.1014
16 C 11.7759 11.4831 13.3233
17 C 11.1910 11.2093 14.5280
18 C 11.0192 9.9129 14.9462
19 C 11.2973 8.8506 14.1154
20 C 11.7939 9.1363 12.8278
21 C 12.0431 10.4206 12.3928
22 C 11.6581 13.5571 11.8691
23 C 10.5779 13.0629 11.1723
24 C 10.1220 13.5906 9.9471
25 C 10.7092 14.7322 9.5159
26 C 11.7599 15.3766 10.2571
27 C 12.2564 14.7347 11.3870
28 H 11.1231 12.0897 15.2413
29 H 10.6767 9.7213 15.9571
30 H 11.3136 7.8343 14.3879
31 H 11.9087 8.3027 12.1138
32 H 12.4571 10.7172 11.4403
33 H 10.0960 12.1676 11.5721
34 H 9.3098 13.1822 9.4315
35 H 10.3647 15.2327 8.6417
36 H 12.2216 16.2928 9.8380
37 H 13.1926 15.1607 11.8967
38 Cl 9.3701 17.8035 22.5504
39 C 9.5439 18.3565 20.9204
40 C 10.5457 17.8512 20.1053
41 C 10.6310 18.2247 18.7575
42 C 9.7676 19.1964 18.2242
43 C 9.7351 19.5760 16.7768
44 C 11.1609 19.9209 16.1740
45 N 11.8399 18.8352 15.4132
46 C 12.7201 19.0145 14.3971
47 C 13.1770 17.7798 14.0095
48 N 12.5599 16.8791 14.8503
49 C 11.7703 17.5200 15.6549
50 O 9.0866 18.5405 16.0240
51 C 9.0069 18.8379 14.6350
52 C 8.5639 17.6294 13.9102
53 C 7.5696 17.5960 13.0422
54 Cl 6.3201 18.7927 12.7129
55 S 7.3208 15.9830 12.3836
56 C 8.6948 15.4584 13.2396
57 C 9.3294 16.3918 13.9427
58 C 8.8556 19.7783 19.1002
59 Cl 7.7045 20.9705 18.5146
60 C 8.7352 19.3907 20.4391
61 H 11.2216 17.0800 20.4870
62 H 11.3963 17.7834 18.1137
63 H 9.1174 20.5199 16.7652
64 H 11.7232 20.1176 17.0549
65 H 11.0510 20.8449 15.5839
66 H 12.8465 20.0390 13.9640
67 H 14.0405 17.5127 13.3475
68 H 11.1429 17.1681 16.4930
69 H 9.9689 19.2711 14.2738
70 H 8.2454 19.7092 14.4972
71 H 9.1426 14.4960 13.0170
72 H 10.1675 16.2187 14.6208
73 H 8.0917 19.7024 21.2338
74 F 14.3429 7.6685 16.0745
75 C 14.1482 9.0042 16.2226
76 C 13.3390 9.4764 17.2373
77 F 12.7561 8.5146 18.0109
78 C 13.1602 10.8355 17.4550
79 F 12.2650 11.1754 18.4438
80 C 13.7730 11.9224 16.6266
81 O 13.5152 13.1353 16.7839
82 C 14.6642 11.3343 15.7071
83 F 15.5111 12.0705 14.9987
84 C 14.7701 9.9739 15.4758
85 F 15.6676 9.7097 14.5455
86 C 10.7523 14.5987 17.5866
87 O 11.1797 14.7437 16.2669
88 H 10.7678 13.5159 17.9365
89 H 9.6957 14.9501 17.5867
90 H 11.3159 15.1722 18.3596

Cartesian forces (eV/Å) of the 2 atoms listed first:
Fe -0.3040 -0.1410 -0.3204
N 2.0778 0.5431 2.1560

* electronic energy: -160243.3481 eV
* 2S+1: 6
* lowest unoccupied orbital energy (alpha / beta): 3.35 / 3.35 eV
* charge: -2
* strongest force on any atom: 3.5 eV Å⁻¹
* molar mass: 988.98 g/mol
* <S²>: 8.76
* HOMO energy (alpha / beta): -2.8 / -2.7 eV
* ΔE to the lowest compared entry with this formula, charge and spin: 0.0 kJ/mol



- Which of these has the lowest strongest force on any atom?
  C38H25Cl65N2O4